Record 1
# C51H52Ge2N2O3P2PbS5

A structure of composition C51H52Ge2N2O3P2PbS5 (ωB97M-V/def2-TZVPD, OMol25).

## Properties
Expectation value of S²: 0.760
Kohn-Sham gap (spin up / spin down) in eV: 6.18 / 6.45
Charge: +1
Spin multiplicity: 2

Positions of all 118 atoms, in Å:
C (1.06, 1.44, -4.15)
C (-5.75, -0.03, 5.73)
H (0.10, -5.49, -0.18)
C (-3.73, -5.04, -3.11)
C (-3.01, -0.17, -4.00)
H (-2.74, -1.23, 4.79)
C (3.98, -2.03, 3.20)
C (-5.82, 1.06, 4.86)
C (-2.51, -3.36, 3.14)
H (1.48, -2.15, -3.18)
H (-5.06, 0.39, -4.34)
H (2.09, 0.22, -7.67)
H (2.50, -6.97, -4.25)
H (-1.39, 5.31, 0.37)
C (0.66, -4.99, -2.20)
H (0.78, 1.77, -3.16)
H (-1.42, -2.74, -5.57)
O (6.51, 3.84, 0.76)
H (-3.63, -2.93, -6.64)
C (-1.72, 4.83, 1.29)
C (4.06, -3.39, 2.99)
S (1.51, 1.98, 1.56)
C (3.26, -3.98, 2.02)
H (0.75, -0.08, 3.74)
H (1.25, -7.68, -0.21)
C (-0.35, -0.93, 5.39)
C (1.95, -7.46, -2.23)
H (-5.44, -1.37, -6.03)
C (-4.16, -2.87, -2.15)
H (1.35, -4.80, -4.24)
C (-4.62, -4.04, -2.74)
C (-2.36, 2.04, 2.50)
C (0.06, -0.91, 3.91)
H (2.89, 2.40, -6.83)
H (0.38, -2.90, -4.36)
C (0.39, 2.80, 0.47)
H (-3.38, -3.04, 3.70)
S (0.87, 3.57, -0.86)
P (-0.17, -3.42, -2.05)
C (2.39, -3.17, 1.32)
Ge (-1.32, -0.68, 2.53)
C (-2.21, -2.04, -5.30)
C (-3.65, 0.52, 3.94)
C (-1.98, -1.05, -4.35)
H (0.55, -0.95, 6.01)
P (-0.42, -0.77, -3.54)
C (4.99, -4.20, 3.76)
C (0.99, -0.23, -5.89)
H (2.24, 3.19, -4.58)
C (-3.45, -2.16, -5.90)
C (1.80, 0.56, -6.69)
H (-4.57, -1.71, 6.35)
C (-2.37, -4.87, -2.89)
O (-0.62, -0.14, -2.19)
S (2.97, 0.22, -1.15)
C (-4.47, -1.28, -5.56)
C (-4.79, 1.32, 3.98)
H (-2.43, -1.77, -1.48)
C (-4.01, 2.54, -0.59)
N (5.72, -4.85, 4.36)
H (-2.29, 1.22, -0.69)
H (-4.86, -2.09, -1.87)
C (0.43, -2.38, -3.41)
H (-5.68, -4.18, -2.91)
H (-1.67, -5.65, -3.18)
C (-2.80, -2.69, -1.93)
Pb (0.64, -0.43, 0.09)
H (-4.89, 2.15, 3.29)
C (1.97, -6.65, -3.36)
C (-4.26, -0.29, -4.61)
H (0.63, -1.19, -6.28)
H (-3.44, 4.88, 2.66)
C (5.47, 3.26, 0.60)
H (-3.88, 5.09, 0.96)
O (0.11, -2.76, -0.71)
S (5.25, 1.94, -0.59)
H (4.60, -1.54, 3.94)
H (-0.93, -1.82, 5.64)
H (-1.68, -3.50, 3.85)
H (-3.11, 6.40, 1.86)
H (3.00, -0.22, 2.59)
C (1.32, -5.42, -3.35)
H (-4.48, 2.11, 0.30)
H (-2.01, 2.76, -1.47)
H (-2.84, 0.59, -3.25)
C (-4.64, -0.85, 5.69)
C (-1.91, -3.70, -2.30)
H (-6.70, 1.70, 4.87)
C (2.25, 1.79, -6.21)
S (4.05, 3.46, 1.63)
C (3.10, 2.20, 0.88)
C (0.62, 0.21, -4.62)
H (-4.50, 2.10, -1.46)
H (-4.24, 3.61, -0.60)
H (2.45, -8.41, -2.25)
H (3.31, -5.04, 1.82)
H (-4.10, -5.96, -3.56)
C (0.63, -5.82, -1.07)
C (-2.14, -2.38, 2.01)
C (-2.53, 0.80, 2.98)
C (1.88, 2.23, -4.95)
H (-1.39, -2.83, 1.36)
C (-3.61, -0.58, 4.80)
C (-3.12, 5.32, 1.71)
C (3.08, -1.30, 2.45)
H (0.59, -1.83, 3.64)
H (-0.93, -0.06, 5.67)
C (3.63, 1.49, -0.15)
H (-3.00, -2.16, 1.38)
Ge (-1.56, 2.92, 0.97)
H (-0.98, 5.08, 2.06)
C (1.27, -7.04, -1.09)
C (-2.49, 2.28, -0.61)
H (-3.02, 2.80, 2.95)
H (-6.56, -0.24, 6.41)
N (2.28, -1.85, 1.53)
H (-2.74, -4.34, 2.72)
H (1.74, -3.58, 0.55)

***

Record 2
# C3H50BNO23S

A cluster of 21 separate species, C3H50BNO23S in total (ωB97M-V/def2-TZVPD, OMol25).

## Properties
Kohn-Sham gap in eV: 7.78

Positions of all 79 atoms, in Å:
H (0.10, 4.65, -3.07)
H (0.89, 5.34, -4.18)
O (3.19, 4.67, -2.09)
O (1.29, 1.01, -1.23)
O (0.61, -5.60, -7.60)
H (2.35, -5.69, -6.31)
O (0.52, 1.87, 1.92)
C (0.01, -1.10, -0.50)
H (0.80, 5.18, 1.32)
H (-5.13, 1.85, 4.48)
O (4.04, -1.62, 0.26)
H (-4.15, 1.74, 1.64)
H (1.27, -3.41, 1.38)
C (-1.37, -1.20, -1.23)
O (-2.44, 6.15, -3.94)
H (-2.19, -5.46, -0.06)
H (-1.77, -3.03, -1.88)
H (4.67, -2.32, 0.03)
H (-0.38, -3.89, 6.39)
H (-3.99, 2.69, 0.47)
H (-0.14, -0.48, 0.40)
H (-0.39, 4.53, 0.66)
H (-2.11, -1.50, -0.48)
H (3.50, 4.50, 2.24)
H (0.79, 1.58, 5.46)
H (3.41, -3.88, 0.31)
H (3.69, -5.29, -5.69)
S (-1.95, 0.42, -1.92)
O (4.00, -4.62, 0.49)
O (-1.71, 3.58, 4.05)
H (-3.65, 2.13, 4.27)
H (0.18, -4.83, -7.99)
N (-1.42, -2.19, -2.30)
H (-2.49, 1.03, -0.83)
H (2.36, 5.04, -1.77)
H (-0.63, -4.83, 4.24)
H (0.59, -1.85, 1.84)
H (0.28, 6.96, -0.18)
O (2.67, 4.28, 1.81)
H (-3.36, -5.37, -1.02)
O (0.97, -3.33, -3.97)
H (-1.48, 6.05, -3.98)
H (1.10, -3.62, 6.16)
B (1.15, -0.39, -1.38)
O (0.92, 2.50, 5.23)
H (1.92, -3.47, -4.06)
O (2.05, -1.03, -2.26)
O (-4.33, 1.47, 4.10)
H (0.25, 2.67, 4.56)
O (0.41, -4.28, 6.01)
H (1.34, 1.14, -0.28)
H (1.20, 2.53, 2.08)
O (0.62, 6.23, -0.70)
H (2.94, 3.96, 0.93)
H (-0.51, -2.36, -2.71)
H (-0.12, -6.18, -7.36)
O (-1.00, -4.26, 3.55)
C (0.43, -2.72, 1.19)
H (-0.47, -3.24, 1.53)
H (1.61, -1.21, -3.09)
H (-1.81, -4.70, 3.29)
H (0.60, -3.87, -4.67)
H (3.44, -5.39, 0.38)
O (-0.10, 4.89, 1.50)
H (-4.00, -1.52, 4.76)
O (-2.57, -4.90, -0.74)
H (3.83, 5.38, -1.93)
H (-3.84, -0.57, 3.60)
O (2.74, -5.15, -5.60)
H (-2.18, 3.94, 3.28)
H (0.21, 6.33, -1.57)
O (0.45, -2.43, -0.20)
O (-3.62, -1.46, 3.88)
O (0.45, 5.51, -3.34)
O (-3.77, 1.80, 0.76)
H (-0.28, 2.26, 2.30)
H (-1.34, 4.36, 4.47)
H (-2.77, 5.56, -4.63)
H (3.47, -1.55, -0.51)

***

Record 3
# C28H32N3O3RbS3

A structure of composition C28H32N3O3RbS3 (ωB97M-V/def2-TZVPD, OMol25).

## Properties
Kohn-Sham gap in eV: 3.83
Relative energy (zero: lowest compared OMol25 entry of this formula, charge and spin) in kJ/mol: 133.8
Charge: -2

Positions of all 70 atoms, in Å:
H (-1.68, 0.25, -3.12)
H (-7.40, -2.95, 3.79)
S (-2.21, 4.06, 0.75)
C (-6.22, -3.07, -3.75)
C (-5.01, -3.66, 4.75)
H (6.58, 3.35, -1.50)
H (-4.79, -2.75, 5.29)
S (2.96, 0.40, 1.62)
H (0.77, 1.28, -4.01)
H (-6.82, -1.31, -5.73)
C (-3.44, -1.33, -0.90)
N (-2.41, -0.68, -1.46)
C (2.14, 1.76, -2.42)
C (-7.18, -0.86, -3.09)
C (-4.19, -2.66, 2.55)
H (5.45, 1.49, 2.19)
C (-5.89, -1.08, -5.21)
H (-4.15, -4.33, 4.83)
H (-5.74, -0.01, -5.26)
C (6.14, 2.44, 0.40)
C (5.86, 2.81, -0.90)
H (-5.08, -1.58, -5.73)
N (2.47, 1.39, -1.21)
C (-3.63, -0.54, -3.51)
C (-4.60, -1.61, -1.64)
C (4.23, 2.86, -2.75)
O (-2.55, 5.17, 1.64)
C (-4.71, -1.23, -2.97)
H (-5.27, -2.55, 0.72)
H (-5.86, -4.15, 5.22)
H (-3.62, -0.19, -4.53)
H (0.03, 2.04, -2.59)
C (-2.01, -1.68, 2.37)
H (-6.47, -5.20, 3.07)
Rb (-0.39, 1.64, 0.61)
H (4.92, 3.44, -3.36)
H (-5.39, -3.59, -4.24)
H (-5.90, -4.54, 1.54)
C (-5.33, -3.37, 3.28)
H (-7.14, -3.31, -4.28)
H (-7.34, -1.25, -2.08)
C (-2.52, -0.29, -2.70)
C (-6.59, -2.49, 3.23)
H (-8.08, -1.04, -3.67)
C (3.65, 1.74, -0.69)
H (7.10, 2.71, 0.83)
S (-3.28, 4.28, -0.95)
N (-2.14, -1.40, 1.10)
H (-2.77, -2.52, 4.19)
C (-5.98, -1.55, -3.75)
C (-5.64, -4.70, 2.58)
H (-6.30, -3.45, -2.73)
H (-5.43, -2.11, -1.17)
C (4.61, 2.48, -1.45)
C (5.22, 1.75, 1.16)
H (2.68, 2.82, -4.23)
H (-7.00, 0.21, -3.02)
H (0.56, 0.34, -2.50)
O (-0.79, 4.07, 0.34)
H (-1.05, -1.41, 2.81)
C (-2.97, -2.32, 3.15)
C (3.00, 2.51, -3.24)
H (-4.77, -5.36, 2.61)
H (-6.38, -1.51, 3.67)
C (-3.31, -1.70, 0.50)
C (0.79, 1.32, -2.92)
C (-4.34, -2.33, 1.22)
C (3.98, 1.35, 0.66)
O (-2.56, 2.75, 1.32)
H (-6.93, -2.34, 2.21)